A 3-piece molecular cluster, C18H40N2O3 overall at a distorted geometry. Source: OMol25; level of theory: ωB97M-V with the def2-TZVPD basis set.

## Properties
* relative energy (zero: lowest compared OMol25 entry of this formula, charge and spin): 8.619 eV
* Kohn-Sham gap: 8.28 eV
* HOMO energy: -0.281 hartree
* calculated total energy: -1044.680845 a.u.
* SMILES: CC1(C)CCCC(C)(C)N1O.CC1(C)CCCC(C)(C)N1O.O

Atoms and positions in Å:
C (-2.2248, 32.1917, -5.4102)
C (-2.8482, 31.0980, -4.4906)
C (-4.3659, 31.3425, -4.5262)
C (-2.5362, 29.6859, -5.0457)
C (-1.1463, 29.1652, -4.5833)
C (-1.0493, 29.1524, -3.1478)
C (-1.3041, 30.4766, -2.5187)
C (-1.6840, 30.2520, -1.0268)
C (0.0114, 31.3055, -2.6760)
N (-2.4840, 31.2354, -3.0163)
O (-2.7851, 32.3705, -2.4539)
H (-1.1491, 32.2308, -5.2386)
H (-2.4350, 32.2045, -6.4796)
H (-2.5088, 33.1722, -5.0281)
H (-4.9884, 30.8162, -3.8026)
H (-4.6519, 32.3815, -4.3628)
H (-4.6212, 31.0407, -5.5421)
H (-3.2863, 28.9729, -4.7033)
H (-2.5469, 29.7772, -6.1318)
H (-0.9033, 28.1679, -4.9498)
H (-0.2225, 29.6000, -4.9648)
H (-0.1396, 28.6524, -2.8154)
H (-1.8726, 28.5497, -2.7644)
H (-2.5001, 29.6172, -0.6817)
H (-1.8642, 31.2028, -0.5252)
H (-0.8174, 29.8479, -0.5037)
H (0.1933, 31.6122, -3.7060)
H (0.9489, 31.1001, -2.1593)
H (-0.2478, 32.2322, -2.1639)
H (-3.5631, 32.1193, -1.9506)
C (-6.2174, 26.8232, -5.0934)
C (-4.6322, 26.5917, -5.0625)
C (-4.0596, 27.7652, -4.0642)
C (-4.2132, 25.3256, -4.4407)
C (-4.4907, 24.1315, -5.3616)
C (-3.7593, 24.4046, -6.7282)
C (-3.9757, 25.7065, -7.3654)
C (-2.8726, 25.9631, -8.4157)
C (-5.3741, 25.5667, -8.0373)
N (-3.9729, 26.7988, -6.3956)
O (-4.2498, 28.0686, -6.9017)
H (-6.6310, 27.7454, -4.6852)
H (-6.6790, 26.9852, -6.0675)
H (-6.8342, 26.0144, -4.7016)
H (-4.2021, 28.7521, -4.5046)
H (-4.4034, 27.6071, -3.0420)
H (-2.9945, 27.6805, -3.8487)
H (-3.1278, 25.3693, -4.3500)
H (-4.7864, 25.1616, -3.5282)
H (-4.1087, 23.1865, -4.9754)
H (-5.5369, 24.0745, -5.6623)
H (-4.2051, 23.6491, -7.3753)
H (-2.7478, 24.0499, -6.5302)
H (-1.9482, 25.6784, -7.9131)
H (-2.6599, 26.9546, -8.8152)
H (-2.8901, 25.2341, -9.2258)
H (-6.1428, 25.1735, -7.3719)
H (-5.3604, 24.8240, -8.8350)
H (-5.7185, 26.5007, -8.4812)
H (-3.3865, 28.4876, -6.8741)
O (-1.8974, 27.6147, -5.9454)
H (-2.5617, 27.0810, -6.3815)
H (-1.9004, 27.3079, -5.0387)

C17H21BN6Pt as an isolated structure at a distorted geometry. Source: OMol25; level of theory: ωB97M-V with the def2-TZVPD basis set.

## Properties
* spin multiplicity: 3
* Kohn-Sham gap (spin up / spin down): 7.48 / 8.29 eV
* HOMO energy (spin up / spin down): -0.250 / -0.290 hartree
* calculated total energy: -1133.059931 a.u.

Atoms and positions in Å:
H (-0.1017, 3.0489, 0.7050)
N (0.1570, 1.8233, -1.0212)
B (0.8068, 0.8771, -3.2962)
N (0.6763, 2.0287, -2.2718)
C (0.9828, 3.3311, -2.4030)
Pt (-0.4913, 0.0132, -0.3282)
H (1.3799, 3.6944, -3.3293)
C (0.6924, 3.9532, -1.2043)
H (0.8441, 4.9845, -0.9951)
C (0.1932, 2.9914, -0.3388)
H (1.2646, 1.2366, -4.3533)
C (-1.8324, -2.8952, 1.0827)
H (-2.1520, -2.6627, 2.1189)
H (-0.9874, -3.6092, 1.0990)
H (-2.6905, -3.3336, 0.5419)
N (-0.6378, 0.3148, -3.3500)
N (1.6101, -0.2003, -2.5209)
N (-1.2612, -0.0882, -2.2024)
N (1.1457, -0.6866, -1.3280)
C (-1.4626, 0.0831, -4.3886)
C (2.7168, -0.8931, -2.8632)
H (-1.1052, 0.3362, -5.3867)
H (3.2084, -0.6599, -3.7917)
C (-2.6274, -0.4832, -3.8862)
C (2.9608, -1.8173, -1.8463)
C (-2.4844, -0.5666, -2.5056)
C (1.9779, -1.6466, -0.8801)
H (-3.4696, -0.8201, -4.4732)
H (3.7540, -2.5326, -1.8195)
H (-3.1017, -0.9349, -1.6955)
H (1.7858, -2.1074, 0.0891)
H (-1.4824, -1.9522, 0.5634)
C (-1.6941, 0.5327, 1.1503)
C (-1.1595, 0.2364, 2.5399)
C (-2.0148, -0.3080, 3.5160)
C (-1.5160, -0.6256, 4.7807)
C (-0.1627, -0.3955, 5.0729)
C (0.6855, 0.1360, 4.0945)
C (0.1786, 0.4649, 2.8273)
H (-2.6540, 0.0223, 1.0348)
H (-1.8240, 1.6098, 1.0132)
H (-3.0582, -0.5013, 3.2508)
H (-2.1804, -1.0587, 5.5333)
H (0.2341, -0.6485, 6.0591)
H (1.7458, 0.2938, 4.3010)
H (0.8264, 0.8632, 2.0404)

A 9-piece molecular cluster, C16H50O9 overall at a distorted geometry. Source: OMol25; level of theory: ωB97M-V with the def2-TZVPD basis set.

## Properties
* relative energy (zero: lowest compared OMol25 entry of this formula, charge and spin): 2.276 eV
* Kohn-Sham gap: 10.15 eV
* HOMO energy: -0.349 hartree
* calculated total energy: -1316.636646 a.u.
* SMILES: CCO.CCO.CCO.CCO.CCO.CCO.CCO.CO.CO

Atoms and positions in Å:
C (4.7058, 2.7674, 0.7141)
C (3.6992, 3.8489, 0.3023)
O (2.8631, 3.2184, -0.6968)
H (5.3540, 2.4916, -0.1113)
H (4.1355, 1.8529, 0.9481)
H (5.3885, 2.9394, 1.5330)
H (4.1746, 4.7501, -0.1090)
H (3.0894, 4.2091, 1.1370)
H (2.0784, 3.7606, -0.8426)
C (-4.4475, 1.2182, 0.3068)
C (-5.2855, 2.3736, 0.8181)
O (-5.2509, 3.4287, -0.1399)
H (-4.3938, 0.4245, 1.0454)
H (-3.3976, 1.4452, 0.1338)
H (-4.8930, 0.8535, -0.6459)
H (-4.9952, 2.7205, 1.8158)
H (-6.3213, 2.0715, 0.9068)
H (-5.7212, 4.2017, 0.2228)
C (0.1583, -5.2571, 0.5738)
C (0.5554, -3.8408, 0.1363)
O (-0.5934, -3.1093, -0.2616)
H (-0.7760, -5.1583, 1.1144)
H (0.9086, -5.7830, 1.1762)
H (-0.1171, -5.9082, -0.2483)
H (1.2432, -3.9569, -0.6996)
H (1.0477, -3.3103, 0.9483)
H (-1.0049, -3.5662, -1.0179)
C (3.1713, -1.7687, 2.5025)
C (4.0331, -2.6382, 3.3766)
O (5.2412, -3.0062, 2.7026)
H (2.1859, -1.5913, 2.9535)
H (3.0361, -2.3090, 1.5745)
H (3.6438, -0.8187, 2.2349)
H (3.5084, -3.5454, 3.5838)
H (4.2781, -2.2111, 4.3536)
H (5.9326, -2.3659, 2.9852)
C (3.5028, -1.9185, -1.2028)
C (3.7883, -0.4397, -1.0229)
O (2.7171, 0.3087, -1.6233)
H (4.2925, -2.5333, -0.7813)
H (3.4310, -2.0733, -2.2905)
H (2.5309, -2.2027, -0.7339)
H (4.7208, -0.2514, -1.5213)
H (3.8551, -0.2198, 0.0261)
H (2.7853, 1.2315, -1.3263)
C (-3.0140, 2.7309, -3.4772)
C (-2.5224, 3.6473, -2.3493)
O (-1.1589, 3.9187, -2.6924)
H (-4.0099, 2.2983, -3.2785)
H (-2.3262, 1.8819, -3.6333)
H (-3.0848, 3.2249, -4.4336)
H (-2.5440, 3.1307, -1.3998)
H (-3.1125, 4.5337, -2.2179)
H (-1.1278, 4.3713, -3.5251)
C (0.6347, 0.5576, 0.9512)
C (-0.2605, 0.5686, -0.2847)
O (-1.4179, -0.2999, -0.1300)
H (1.1630, -0.3763, 1.1091)
H (0.0462, 0.6802, 1.8570)
H (1.3601, 1.3663, 0.8368)
H (0.3973, 0.3275, -1.1539)
H (-0.7341, 1.5652, -0.4224)
H (-1.0808, -1.2271, -0.1462)
C (-2.3354, -1.2752, 2.9314)
O (-2.3595, 0.0830, 2.4962)
H (-1.3424, -1.5182, 3.3815)
H (-3.0930, -1.3843, 3.7189)
H (-2.5671, -1.9809, 2.1420)
H (-2.2193, 0.0480, 1.5095)
C (-3.3572, -1.0787, -2.7433)
O (-4.3961, -2.0451, -2.9043)
H (-3.6130, -0.3796, -1.9412)
H (-2.4880, -1.6240, -2.4056)
H (-3.0612, -0.4762, -3.6298)
H (-5.2335, -1.6008, -3.0165)